#i
Entry from the Open Molecules 2025 dataset: one molecule with the formula C3H8N2O (wB97M-V/def2-TZVPD).

XYZ file:
```
14
C3H8N2O | the Open Molecules 2025 dataset | wB97M-V/def2-TZVPD
C -0.93 -0.63 -0.70
C -0.29 0.98 1.01
N 0.09 0.21 -0.16
C 1.45 -0.09 -0.44
O -1.12 -1.76 0.13
N 2.47 0.61 -0.31
H -1.79 -2.34 -0.25
H 2.33 1.54 0.10
H -1.87 -0.05 -0.77
H -0.64 -0.94 -1.71
H 1.46 -1.11 -0.84
H 0.56 1.57 1.35
H -0.62 0.32 1.82
H -1.10 1.67 0.76
```

Calculated values
LUMO level (eV): 0.743


#ii
Entry from the Open Molecules 2025 dataset: a 2-piece molecular cluster, C3H8N2O overall (wB97M-V/def2-TZVPD).

XYZ file:
```
14
C3H8N2O | the Open Molecules 2025 dataset | wB97M-V/def2-TZVPD
C 2.06 -0.49 0.64
C 1.03 -1.01 -0.17
N 0.75 -0.42 -1.37
H 2.58 0.31 0.14
H 2.31 -0.82 1.61
H 0.37 -1.86 0.17
H 1.70 0.01 -1.62
H -0.25 -0.09 -1.49
C -2.21 0.62 -0.10
N -1.20 1.01 0.75
O -2.12 -0.29 -0.95
H -3.22 1.10 0.16
H -1.41 1.47 1.60
H -0.38 0.46 0.63
```

Calculated values
LUMO level (eV): 0.918


Which structure is most stable, and how do the rest compare? From most to least stable: #i, #ii.


#i
Entry from the Open Molecules 2025 dataset: one molecule with the formula C3H8N2O (wB97M-V/def2-TZVPD).

XYZ file:
```
14
C3H8N2O | the Open Molecules 2025 dataset | wB97M-V/def2-TZVPD
C 1.73 -0.24 -0.33
N 0.57 0.19 -0.93
C -0.79 -0.20 -0.43
C -1.21 0.42 0.89
N -2.60 0.18 1.24
O 2.85 -0.34 -0.77
H 1.67 -0.27 0.79
H 0.64 0.13 -1.93
H -1.53 0.01 -1.17
H -0.63 -1.29 -0.43
H -1.05 1.51 0.87
H -0.55 -0.14 1.57
H -2.79 -0.63 1.91
H -2.87 0.96 1.81
```

Calculated values
LUMO level (eV): 0.826


#ii
Entry from the Open Molecules 2025 dataset: one molecule with the formula C3H8N2O (wB97M-V/def2-TZVPD).

XYZ file:
```
14
C3H8N2O | the Open Molecules 2025 dataset | wB97M-V/def2-TZVPD
C -2.38 0.38 0.07
C 0.85 -1.07 0.03
C 2.35 0.73 -0.04
H -2.66 0.79 1.26
H -1.84 1.30 -0.55
H -3.42 0.03 -0.46
H -1.58 -1.66 -0.31
H 0.82 -2.17 0.04
H 1.82 1.35 0.73
H 3.43 0.82 0.07
H 1.98 1.04 -1.05
N -1.39 -0.64 -0.02
N -0.09 -0.23 0.09
O 2.13 -0.66 0.13
```

Calculated values
LUMO level (eV): 1.052


#iii
Entry from the Open Molecules 2025 dataset: a 2-piece molecular cluster, C3H8N2O overall (wB97M-V/def2-TZVPD).

XYZ file:
```
14
C3H8N2O | the Open Molecules 2025 dataset | wB97M-V/def2-TZVPD
C -0.70 -1.82 0.36
C -1.96 -1.39 0.45
N -2.86 -1.70 -0.64
H -0.30 -2.33 -0.51
H 0.11 -1.84 1.07
H -2.39 -0.68 1.15
H -2.85 -2.71 -0.68
H -3.78 -1.36 -0.41
C 2.93 2.34 -0.62
N 1.96 2.23 0.41
O 4.09 2.30 -0.28
H 2.62 2.97 -1.49
H 1.06 2.65 0.30
H 2.08 1.34 0.87
```

Calculated values
LUMO level (eV): 0.791


#iv
Entry from the Open Molecules 2025 dataset: a 2-piece molecular cluster, C3H8N2O overall (wB97M-V/def2-TZVPD).

XYZ file:
```
14
C3H8N2O | the Open Molecules 2025 dataset | wB97M-V/def2-TZVPD
C 0.23 -0.85 -1.43
C -0.52 -3.04 -1.24
N -0.45 -1.90 -0.67
H 0.84 -0.33 -0.69
H -0.51 -0.23 -1.94
H 0.92 -1.20 -2.22
H -0.98 -3.78 -0.58
H 0.08 -3.34 -2.10
C 0.38 2.19 0.86
N 0.92 1.22 1.62
O -0.82 2.40 0.93
H 0.99 2.78 0.15
H 1.88 1.10 1.87
H 0.10 0.82 2.06
```

Calculated values
LUMO level (eV): 0.989


Which structure is most stable, and how do the rest compare? From most to least stable: #i, #iv, #iii, #ii.


#i
Entry from the Open Molecules 2025 dataset: C3H8N2O as an isolated structure (wB97M-V/def2-TZVPD).

XYZ file:
```
14
C3H8N2O | the Open Molecules 2025 dataset | wB97M-V/def2-TZVPD
C 0.88 1.53 0.72
C 0.41 0.10 1.15
C -1.23 -1.41 -1.48
H 0.16 0.93 -1.24
H 1.78 1.55 0.10
H 0.94 2.49 1.50
H 1.14 -0.36 1.87
H -0.69 0.32 1.55
H 0.41 -1.84 0.49
H -1.72 -1.27 -2.51
H -1.52 -2.52 -1.12
N 0.31 -0.78 0.18
N -0.67 -0.52 -0.86
O -0.19 1.79 -0.35
```

Calculated values
LUMO level (eV): 0.809


#ii
Entry from the Open Molecules 2025 dataset: one molecule with the formula C3H8N2O (wB97M-V/def2-TZVPD).

XYZ file:
```
14
C3H8N2O | the Open Molecules 2025 dataset | wB97M-V/def2-TZVPD
N -1.26 -1.57 -1.54
C -0.44 -0.43 -1.25
C -0.34 -0.16 0.24
N 0.22 1.09 0.55
C 1.24 1.05 1.63
O -0.40 -1.05 1.05
H -0.79 -2.31 -2.03
H -2.25 -1.46 -1.63
H -0.84 0.44 -1.76
H 0.57 -0.62 -1.57
H -0.23 1.98 0.68
H 1.52 2.08 1.79
H 2.06 0.42 1.29
H 0.95 0.55 2.55
```

Calculated values
LUMO level (eV): 0.946


#iii
Entry from the Open Molecules 2025 dataset: a 2-piece molecular cluster, C3H8N2O overall (wB97M-V/def2-TZVPD).

XYZ file:
```
14
C3H8N2O | the Open Molecules 2025 dataset | wB97M-V/def2-TZVPD
C -0.68 0.24 -0.24
C -1.97 0.86 0.11
C -0.69 -1.25 -0.25
N 0.24 1.05 -0.39
N 3.21 0.25 0.11
O 2.22 -0.61 0.22
H -2.16 1.95 -0.16
H -2.87 0.27 -0.19
H -1.98 0.87 1.25
H -0.49 -1.64 0.82
H 0.02 -1.75 -0.85
H -1.74 -1.70 -0.59
H 3.50 0.54 -0.71
H 3.38 0.93 0.86
```

Calculated values
LUMO level (alpha / beta) (eV): 0.454 / 0.491


Which structure is most stable, and how do the rest compare? From most to least stable: #ii, #iii, #i.


#i
Entry from the Open Molecules 2025 dataset: a 2-piece molecular cluster, C5H9IN overall (wB97M-V/def2-TZVPD).

XYZ file:
```
16
C5H9IN | the Open Molecules 2025 dataset | wB97M-V/def2-TZVPD
C 2.68 0.10 -0.66
C 0.46 0.07 -1.67
C -1.22 0.43 0.93
C -0.55 -0.64 1.67
C -2.28 0.23 0.23
N 1.61 -0.04 -1.27
I -0.22 2.24 1.03
H 3.18 1.00 -1.10
H 0.10 -0.15 -2.76
H -0.50 0.08 -1.00
H 0.20 -0.22 2.36
H -0.05 -1.42 0.99
H -1.36 -1.25 2.21
H -2.78 1.10 -0.35
H -2.55 -0.66 -0.18
H 3.28 -0.88 -0.43
```

Calculated values
Charge: +1
LUMO level (eV): -5.375


#ii
Entry from the Open Molecules 2025 dataset: an isolated ion of composition C5H9IN and charge +1 (wB97M-V/def2-TZVPD).

XYZ file:
```
16
C5H9IN | the Open Molecules 2025 dataset | wB97M-V/def2-TZVPD
C 0.70 -0.45 -1.02
C -1.03 -1.55 -0.29
C 0.35 -1.29 0.15
C 0.99 -1.40 1.51
C -0.67 3.54 -0.49
N -0.47 -0.16 -0.27
I -1.01 2.03 0.74
H 1.60 0.23 -0.92
H 0.43 -0.67 -2.05
H -1.15 -1.92 -1.31
H -1.77 -1.60 0.47
H 0.25 -1.75 2.21
H 1.43 -0.52 1.58
H 1.66 -2.18 1.48
H 0.30 3.67 -0.80
H -1.61 4.01 -0.99
```

Calculated values
Charge: +1
LUMO level (alpha / beta) (eV): -5.941 / -6.095


Which structure is most stable, and how do the rest compare? From most to least stable: #i, #ii.


#i
Entry from the Open Molecules 2025 dataset: one molecule with the formula C4H4O3 (wB97M-V/def2-TZVPD).

XYZ file:
```
11
C4H4O3 | the Open Molecules 2025 dataset | wB97M-V/def2-TZVPD
C -1.45 0.29 -0.56
C -0.41 -0.75 -0.29
O -0.16 -1.71 -0.97
C 0.56 -0.48 0.87
O 0.45 -0.85 2.01
C 1.73 0.37 0.39
O 1.55 1.16 -0.50
H -2.03 0.49 0.35
H -2.08 -0.01 -1.39
H -0.88 1.21 -0.80
H 2.71 0.28 0.91
```

Calculated values
LUMO level (eV): -0.853


#ii
Entry from the Open Molecules 2025 dataset: a 2-piece molecular cluster, C4H4O3 overall (wB97M-V/def2-TZVPD).

XYZ file:
```
11
C4H4O3 | the Open Molecules 2025 dataset | wB97M-V/def2-TZVPD
O 3.12 -1.48 -0.35
C 2.21 -1.40 0.33
O 1.30 1.19 -0.89
C 0.50 1.20 0.01
C -0.91 0.68 -0.13
C -1.26 -0.73 0.03
O -1.52 0.22 1.05
H -1.54 1.29 -0.78
H 0.73 1.62 1.00
H -0.50 -1.49 0.24
H -2.14 -1.09 -0.51
```

Calculated values
LUMO level (eV): 0.669


Which structure is most stable, and how do the rest compare? From most to least stable: #i, #ii.